No. 1
Computed, not measured: 8 unconnected molecules or ions with the total composition C49H110F24N2P6 at a distorted geometry, with wB97M-V/def2-TZVPD.

Geometry as XYZ:
```
191
Properties=species:S:1:pos:R:3:lowdin_charge:R:1
C 7.5958 -5.6818 -3.0947 -0.107
C 6.8538 -5.3085 -1.8278 -0.270
C 5.4355 -5.8382 -1.6875 -0.222
C 4.8402 -5.2246 -0.3922 -0.263
P 3.4028 -5.9606 0.4115 1.036
C 2.1750 -6.3073 -0.9531 -0.231
C 1.8794 -5.1346 -1.8668 -0.241
C 0.7880 -5.4883 -2.8813 -0.250
C -0.5041 -6.0644 -2.3036 -0.121
C 2.8523 -4.9224 1.7679 -0.264
C 1.7780 -5.4892 2.6830 -0.236
C 0.3382 -5.5797 2.1323 -0.236
C -0.1692 -4.2501 1.5346 -0.091
C 3.7488 -7.6056 1.0589 -0.261
C 5.1003 -7.7403 1.8220 -0.227
C 5.0655 -7.2794 3.2682 -0.267
C 6.4207 -7.2783 4.0024 -0.093
H 6.9857 -5.5300 -3.9928 0.075
H 7.8971 -6.7297 -3.0704 0.072
H 8.4259 -5.0268 -3.3624 0.074
H 6.7914 -4.2152 -1.7916 0.120
H 7.4191 -5.5539 -0.9244 0.110
H 5.3919 -6.9301 -1.7408 0.111
H 4.7614 -5.4922 -2.4740 0.102
H 4.4848 -4.2051 -0.5642 0.075
H 5.6438 -5.1278 0.3417 0.099
H 1.2665 -6.6242 -0.4389 0.073
H 2.5961 -7.2025 -1.4168 0.099
H 2.7046 -4.6950 -2.4235 0.110
H 1.4083 -4.3353 -1.2876 0.079
H 1.1330 -6.3080 -3.5252 0.107
H 0.6730 -4.6263 -3.5386 0.109
H -0.7816 -5.7102 -1.3087 0.063
H -0.5279 -7.1588 -2.2663 0.073
H -1.3402 -5.9381 -2.9987 0.069
H 2.5050 -3.9740 1.3371 0.081
H 3.6745 -4.5349 2.3740 0.109
H 1.6689 -4.8212 3.5416 0.125
H 2.0034 -6.4829 3.0760 0.095
H -0.3765 -5.8263 2.9156 0.112
H 0.3661 -6.3985 1.4059 0.081
H -1.1705 -4.3313 1.1057 0.068
H 0.4330 -3.9404 0.6764 0.038
H -0.2209 -3.4832 2.3062 0.092
H 3.8984 -8.1341 0.1105 0.084
H 2.8704 -8.0307 1.5403 0.103
H 5.8853 -7.2549 1.2399 0.101
H 5.3624 -8.7997 1.7463 0.115
H 4.3319 -7.7276 3.9442 0.114
H 4.6609 -6.2616 3.2288 0.083
H 6.7735 -8.2996 4.1387 0.074
H 6.4099 -6.8369 4.9991 0.073
H 7.0897 -6.6341 3.4287 0.073
C 3.3275 3.0629 0.3158 -0.093
C 3.5171 4.5182 -0.1441 -0.233
C 2.9615 5.5973 0.8243 -0.230
C 1.8778 5.0831 1.7380 -0.265
P 1.1892 6.3437 2.8680 1.024
C -0.2686 5.6243 3.5966 -0.255
C -1.5424 5.4221 2.7532 -0.240
C -2.6619 4.5979 3.4640 -0.241
C -3.7247 4.1528 2.4603 -0.080
C 2.3729 6.7110 4.2014 -0.281
C 2.6854 5.5859 5.1537 -0.257
C 3.8561 6.0031 6.0995 -0.242
C 4.2469 4.8209 7.0039 -0.094
C 0.7788 7.8487 1.9645 -0.254
C -0.0277 7.6406 0.6515 -0.252
C -0.5875 8.9616 0.1309 -0.278
C -1.3131 8.8229 -1.1802 -0.107
H 2.2711 2.7945 0.2805 0.052
H 3.7554 2.9224 1.3083 0.087
H 3.8257 2.3736 -0.3647 0.061
H 3.0896 4.5916 -1.1483 0.105
H 4.5636 4.7684 -0.3348 0.101
H 2.5237 6.3389 0.1553 0.094
H 3.8086 5.9799 1.3966 0.109
H 2.1386 4.2616 2.4118 0.082
H 1.0273 4.7366 1.1424 0.095
H -0.6494 6.2957 4.3797 0.115
H 0.0184 4.7512 4.1943 0.079
H -1.3839 4.8352 1.8436 0.078
H -1.9847 6.3948 2.5426 0.108
H -3.0414 5.3388 4.1738 0.106
H -2.2930 3.7128 3.9842 0.094
H -3.2562 3.6809 1.5878 0.051
H -4.0916 5.0603 1.9678 0.080
H -4.4729 3.4692 2.8463 0.078
H 2.0266 7.6131 4.7217 0.105
H 3.2324 7.0987 3.6406 0.097
H 3.0243 4.7579 4.5205 0.103
H 1.8889 5.1405 5.7493 0.105
H 3.5193 6.9338 6.5580 0.102
H 4.6856 6.2240 5.4251 0.100
H 3.3856 4.2643 7.3702 0.072
H 4.7964 5.1091 7.9033 0.065
H 4.9328 4.1879 6.4438 0.076
H 1.6196 8.4690 1.6429 0.102
H 0.1877 8.5375 2.5747 0.101
H -0.8791 6.9632 0.7635 0.085
H 0.5433 7.1349 -0.1306 0.106
H 0.2549 9.6499 -0.0238 0.109
H -1.2311 9.4126 0.8925 0.111
H -2.1872 8.1911 -1.0107 0.071
H -0.7006 8.2675 -1.8928 0.065
H -1.5571 9.7674 -1.6627 0.075
C -2.6600 1.7273 -5.0827 -0.090
C -3.9921 1.3234 -4.4232 -0.215
C -4.3401 -0.1120 -4.8645 -0.185
C -5.7582 -0.5103 -4.4591 -0.107
N -6.2524 -1.7659 -5.1652 -0.270
C -6.6066 -1.6156 -6.6419 -0.087
C -7.5207 -2.7545 -7.0438 -0.138
C -8.2363 -3.0234 -5.7231 -0.168
C -7.6342 -2.1399 -4.6304 -0.093
C -5.3223 -2.9265 -4.8597 0.052
H -1.7972 1.1579 -4.7177 0.066
H -2.4135 2.7715 -4.9034 0.057
H -2.6217 1.5174 -6.1536 0.073
H -4.6808 2.0609 -4.8415 0.118
H -4.0807 1.3952 -3.3410 0.098
H -3.6704 -0.8472 -4.4183 0.088
H -4.2803 -0.1525 -5.9542 0.112
H -6.5340 0.2272 -4.6731 0.135
H -5.8576 -0.7103 -3.3906 0.148
H -5.6134 -1.6933 -7.0916 0.126
H -6.9891 -0.6201 -6.8498 0.148
H -7.0382 -3.6688 -7.3986 0.118
H -8.2490 -2.6264 -7.8428 0.123
H -8.4359 -4.0480 -5.4054 0.121
H -9.2806 -2.6934 -5.7808 0.121
H -7.6145 -2.6370 -3.6640 0.146
H -8.1166 -1.1658 -4.5621 0.134
H -4.5217 -2.7847 -5.5858 0.107
H -5.8957 -3.7907 -5.1875 0.104
H -4.9836 -2.9033 -3.8326 0.115
C -1.5406 -2.6132 -1.3845 -0.099
C -1.9732 -1.3558 -2.1051 -0.206
C -2.3660 -0.1837 -1.1759 -0.118
N -1.2286 0.5084 -0.5186 -0.220
C -0.3590 1.1657 -1.5593 0.051
C -1.8032 1.5675 0.3953 -0.098
C -0.7235 1.9958 1.3636 -0.129
C 0.0459 0.6968 1.5413 -0.140
C -0.4176 -0.3180 0.4833 -0.069
H -1.8277 -3.4860 -1.9820 0.064
H -2.1412 -2.7994 -0.4896 0.084
H -0.4713 -2.6489 -1.1817 0.062
H -2.9475 -1.5607 -2.5645 0.086
H -1.2617 -1.1140 -2.8962 0.109
H -3.0001 -0.6406 -0.4175 0.120
H -2.9027 0.5698 -1.7485 0.115
H 0.1564 0.3569 -2.0792 0.090
H 0.3925 1.8531 -1.1927 0.111
H -1.0887 1.5457 -2.2687 0.083
H -2.2427 2.3552 -0.2174 0.114
H -2.5716 1.0639 0.9864 0.141
H -0.0726 2.7564 0.9255 0.088
H -1.1157 2.4317 2.2784 0.097
H 1.1212 0.8548 1.4350 0.092
H 0.0592 0.2648 2.5419 0.106
H 0.4025 -0.9102 0.0892 0.099
H -1.0619 -0.9777 1.0671 0.134
P 0.8010 1.8529 5.3903 0.173
F 1.1347 0.5155 4.5839 -0.149
F 0.1281 0.9590 6.5597 -0.156
F 2.2347 1.7225 6.1383 -0.164
F 0.3545 3.1571 6.2258 -0.166
F 1.5012 2.8149 4.2189 -0.208
F -0.5435 2.0751 4.5034 -0.173
P -2.3067 4.9526 -2.2950 0.184
F -2.9356 4.7724 -3.8045 -0.180
F -3.2431 3.7197 -1.8016 -0.182
F -1.1677 3.8526 -2.7009 -0.188
F -1.7262 4.9342 -0.7502 -0.192
F -1.2891 6.1263 -2.7186 -0.153
F -3.3764 6.0675 -1.9045 -0.136
P -5.9013 -0.5445 1.8369 0.148
F -4.8749 -1.8199 2.0363 -0.205
F -5.0635 0.3520 2.8635 -0.154
F -4.9772 -0.1003 0.5722 -0.201
F -6.8411 0.7441 1.5561 -0.169
F -6.7867 -1.4652 0.7851 -0.218
F -6.8319 -1.1136 3.0084 -0.153
P 3.5400 -1.1915 -0.4041 0.189
F 2.5531 -0.4396 -1.4798 -0.172
F 2.5506 -2.4573 -0.5145 -0.181
F 4.4668 -1.8488 -1.5872 -0.186
F 4.4887 -1.9429 0.6982 -0.178
F 4.5175 0.0823 -0.5161 -0.152
F 2.7530 -0.6383 0.9020 -0.148
```

As for the total energy: -176554.2399 eV. Its charge is 0. For the largest force on an atom, the calculation gives 2.6 eV/A.

No. 2
Computed, not measured: a molecular structure, C49H116N4O7PRbS at a distorted geometry, with wB97M-V/def2-TZVPD.

Geometry as XYZ:
```
179
Properties=species:S:1:pos:R:3:lowdin_charge:R:1
Rb 1.1177 -1.6284 -2.9094 0.834
S 0.8428 0.2147 -0.1149 0.090
O 1.8115 0.5588 -1.1289 -0.453
O -0.1827 1.2797 0.0074 -0.397
O 0.0400 -0.9181 -0.6036 -0.580
O 1.5500 -0.1155 1.0748 -0.345
C -3.8661 0.6516 -4.9293 -0.080
C -2.4496 0.7837 -4.3080 -0.236
C -2.2705 2.1787 -3.6461 -0.199
C -0.9420 2.2230 -2.7723 -0.248
P -0.6603 3.7626 -1.7790 1.101
C -1.9953 3.8246 -0.4334 -0.231
C -1.7596 4.8913 0.7534 -0.170
C -3.1646 5.0833 1.5131 -0.268
C -3.8247 6.3278 1.0712 -0.125
C 1.0432 3.9939 -1.0940 -0.244
C 2.1478 3.8232 -2.1642 -0.253
C 2.6657 5.1698 -2.5794 -0.254
C 3.8970 4.9826 -3.4807 -0.080
C -1.0213 5.1487 -2.9803 -0.225
C -0.6663 6.5583 -2.3794 -0.273
C -0.7002 7.6720 -3.3429 -0.266
C 0.0962 8.8551 -2.8042 -0.088
H -3.9433 1.4426 -5.6753 0.093
H -4.6661 0.6694 -4.1891 0.068
H -3.9814 -0.3048 -5.4392 0.054
H -1.7032 0.5604 -5.0702 0.115
H -2.3623 -0.0064 -3.5622 0.065
H -3.1525 2.5301 -3.1107 0.092
H -2.0608 2.9504 -4.3868 0.103
H -0.0731 2.1458 -3.4258 0.085
H -0.8332 1.3639 -2.1103 0.047
H -2.0880 2.8152 -0.0327 0.036
H -2.9935 3.9579 -0.8504 0.083
H -1.3086 5.8315 0.4361 0.086
H -1.0288 4.4621 1.4388 0.088
H -2.9781 5.2591 2.5725 0.107
H -3.8014 4.1998 1.4680 0.094
H -4.7530 6.4014 1.6377 0.088
H -4.0291 6.4646 0.0093 0.079
H -3.1625 7.1503 1.3414 0.087
H 1.1601 3.2268 -0.3285 0.067
H 1.1423 4.9383 -0.5588 0.096
H 1.9171 3.1260 -2.9697 0.104
H 2.8706 3.2439 -1.5898 0.100
H 2.8854 5.6409 -1.6213 0.119
H 1.9518 5.7686 -3.1450 0.101
H 4.7269 4.8437 -2.7878 0.071
H 4.1943 5.8337 -4.0934 0.081
H 3.8148 4.1161 -4.1368 0.073
H -2.1098 5.0941 -2.9653 0.085
H -0.6808 4.8558 -3.9735 0.099
H 0.3173 6.4196 -1.9308 0.071
H -1.3055 6.7118 -1.5099 0.103
H -1.7409 7.9693 -3.4715 0.124
H -0.2477 7.3244 -4.2716 0.116
H 0.0491 9.7190 -3.4671 0.084
H 1.1362 8.5823 -2.6250 0.074
H -0.3551 9.2231 -1.8828 0.081
C 4.7017 -2.1852 1.3752 -0.038
C 4.7481 -1.3849 0.0259 -0.136
N 5.3162 0.0744 0.0380 -0.175
C 6.7335 -0.1049 0.5585 0.019
C 5.2269 0.7755 -1.3624 -0.115
C 5.9040 -0.0778 -2.4333 -0.054
C 4.4616 0.9455 1.0853 -0.036
C 5.2167 2.0889 1.7461 -0.220
O 5.8283 3.0556 0.8996 -0.204
C 6.4360 4.2333 1.5431 -0.038
H 5.4115 -1.8168 2.1159 0.081
H 4.6205 -3.2649 1.2492 0.072
H 3.7750 -1.9029 1.8749 0.050
H 3.7729 -1.4241 -0.4594 0.099
H 5.3670 -1.8918 -0.7146 0.105
H 7.2541 -0.8945 0.0166 0.111
H 6.6768 -0.3257 1.6244 0.097
H 7.3166 0.7994 0.3843 0.119
H 5.6155 1.7935 -1.3366 0.128
H 4.1707 0.9385 -1.5766 0.097
H 5.3723 -1.0202 -2.5646 0.062
H 6.9446 -0.3661 -2.2850 0.091
H 5.8464 0.3432 -3.4371 0.095
H 4.2855 0.2496 1.9056 0.116
H 3.5234 1.2897 0.6501 0.107
H 5.9594 1.7015 2.4435 0.122
H 4.4920 2.5909 2.3872 0.134
H 7.0014 4.8354 0.8320 0.097
H 7.1646 4.0050 2.3210 0.089
H 5.6721 4.7943 2.0816 0.088
C 0.1095 -2.1780 3.4816 -0.077
C -0.7636 -1.5698 4.5693 -0.141
N -1.0354 -0.1000 4.2710 -0.173
C 0.2692 0.7952 4.0844 0.037
C -1.9261 0.0687 2.8947 -0.089
C -2.2588 1.5590 2.6134 -0.053
C -1.8007 0.5528 5.5306 -0.057
C -3.1605 0.0688 5.9912 -0.192
O -4.1842 0.2535 5.0287 -0.202
C -5.4128 -0.2832 5.4178 -0.100
H 0.3508 -3.2122 3.7273 0.078
H 1.0763 -1.7276 3.2565 0.075
H -0.4077 -2.2180 2.5229 0.058
H -0.1690 -1.5489 5.4826 0.138
H -1.7519 -2.0295 4.5653 0.133
H 1.0339 0.4426 4.7766 0.105
H 0.0798 1.8365 4.3453 0.098
H 0.6858 0.8386 3.0781 0.073
H -2.8030 -0.5522 3.0786 0.103
H -1.3834 -0.3465 2.0455 0.092
H -2.7585 2.1489 3.3817 0.089
H -2.9797 1.5851 1.7962 0.061
H -1.3910 2.0015 2.1242 0.058
H -1.7811 1.6281 5.3534 0.121
H -1.1523 0.3268 6.3771 0.136
H -3.4233 0.6571 6.8704 0.150
H -3.0497 -0.9922 6.2153 0.126
H -5.8521 0.1462 6.3182 0.106
H -5.4887 -1.3693 5.4713 0.092
H -5.9827 -0.0557 4.5169 0.094
C -5.2678 -5.1377 -1.2908 -0.022
C -3.9602 -4.2738 -1.5493 -0.163
N -4.0415 -2.7578 -1.4530 -0.215
C -2.6244 -2.1974 -1.3396 0.005
C -4.7733 -2.2654 -2.7384 -0.094
C -4.1371 -2.6612 -4.1059 -0.044
C -4.9925 -2.4041 -0.2042 -0.015
C -4.7341 -0.9837 0.2750 -0.198
O -5.2808 -0.1138 -0.7079 -0.154
C -4.4450 0.9893 -0.9604 -0.092
H -5.7144 -4.9737 -0.3101 0.077
H -5.0964 -6.2127 -1.3473 0.092
H -5.9609 -4.9309 -2.1062 0.084
H -3.5595 -4.5188 -2.5330 0.107
H -3.1907 -4.5604 -0.8326 0.106
H -2.1766 -2.4147 -0.3699 0.099
H -2.6778 -1.1343 -1.5742 0.076
H -1.9846 -2.5577 -2.1452 0.090
H -4.9122 -1.1925 -2.6057 0.111
H -5.7205 -2.7919 -2.6211 0.122
H -4.7364 -2.3537 -4.9628 0.094
H -3.9491 -3.7023 -4.3682 0.083
H -3.2366 -2.0784 -4.2999 0.055
H -4.6009 -3.0355 0.5933 0.134
H -6.0315 -2.6131 -0.4589 0.147
H -3.7196 -0.7938 0.6254 0.107
H -5.2569 -0.7990 1.2135 0.140
H -4.5084 1.7536 -0.1859 0.091
H -4.6378 1.4729 -1.9180 0.085
H -3.3995 0.6835 -1.0004 0.073
C 5.0343 -7.6292 1.8621 -0.094
C 4.2802 -8.0059 0.5547 -0.188
C 2.8171 -7.3771 0.5005 -0.150
C 2.7718 -5.8673 0.8655 -0.090
N 1.4140 -5.1008 0.6448 -0.200
C 0.2856 -5.4400 1.5873 -0.101
C -0.5048 -6.5598 0.9990 -0.165
C -0.1678 -6.6113 -0.4651 -0.141
C 0.9232 -5.5248 -0.7586 -0.067
C 1.7195 -3.5808 0.6922 0.019
H 6.0517 -7.9859 1.7017 0.083
H 4.6372 -8.0020 2.8063 0.084
H 5.1372 -6.5636 2.0674 0.053
H 4.2763 -9.0851 0.4012 0.117
H 4.7937 -7.6607 -0.3426 0.106
H 2.0973 -7.8812 1.1454 0.118
H 2.5543 -7.4541 -0.5546 0.096
H 3.4974 -5.2620 0.3221 0.126
H 2.9788 -5.8007 1.9335 0.126
H -0.3898 -4.5850 1.5568 0.119
H 0.6952 -5.6166 2.5818 0.149
H -1.5663 -6.3891 1.1789 0.122
H -0.3446 -7.5145 1.4999 0.127
H -1.0661 -6.4812 -1.0687 0.110
H 0.1031 -7.6540 -0.6309 0.121
H 0.2282 -4.8056 -1.1921 0.112
H 1.6367 -5.7744 -1.5440 0.140
H 2.3034 -3.2735 -0.1754 0.090
H 2.3037 -3.3999 1.5945 0.089
H 0.8061 -2.9873 0.6523 0.073
```

As for the total energy: -93730.0925 eV. Its charge is +4. For the largest force on an atom, the calculation gives 3.7 eV/A.